Record 1
One molecule with the formula C19H27N3OS in a non-equilibrium geometry. Source: the OMol25 dataset; level of theory: ωB97M-V with the def2-TZVPD basis set.

Cartesian coordinates (Å):
C (-2.59236, -2.31170, -1.80910)
C (-1.59467, -1.72395, -0.80809)
C (-0.16694, -1.79940, -1.36783)
N (-2.03632, -0.38629, -0.39270)
C (-1.76827, 0.62631, -1.40573)
C (-2.35972, 1.97691, -0.99880)
N (-1.84717, 2.45721, 0.26203)
C (-0.61629, 3.21730, 0.25184)
C (0.65092, 2.48070, -0.06634)
C (1.23602, 2.28773, -1.28550)
N (2.34945, 1.53250, -1.29827)
C (2.68397, 1.12011, -0.12134)
C (3.82228, 0.28036, 0.16654)
C (4.64914, -0.13039, -0.88206)
C (5.74273, -0.93291, -0.62782)
C (6.02717, -1.33653, 0.66788)
C (5.21024, -0.93387, 1.71238)
C (4.11372, -0.13096, 1.46673)
S (1.59054, 1.67714, 1.14678)
C (-2.01216, 1.44826, 1.28066)
C (-1.54192, 0.01520, 0.92744)
C (-2.05772, -0.91184, 2.04973)
C (-3.49987, -1.42308, 1.84258)
O (-4.33795, -0.53389, 1.15702)
H (-2.37881, -3.36680, -1.96070)
H (-2.52946, -1.81353, -2.77307)
H (-3.60704, -2.21178, -1.43203)
H (-1.62328, -2.34998, 0.08631)
H (0.12945, -2.84176, -1.45364)
H (-0.10019, -1.34549, -2.35344)
H (0.54097, -1.30257, -0.70661)
H (-2.23234, 0.30352, -2.33940)
H (-0.69030, 0.75184, -1.58000)
H (-2.16058, 2.71610, -1.77729)
H (-3.44498, 1.87358, -0.88442)
H (-0.74000, 4.01752, -0.48565)
H (-0.51924, 3.67716, 1.24098)
H (0.87299, 2.69249, -2.21427)
H (4.41271, 0.19401, -1.88303)
H (6.37885, -1.24654, -1.44228)
H (6.88403, -1.96388, 0.86363)
H (5.42963, -1.24715, 2.72238)
H (3.47651, 0.18369, 2.28137)
H (-1.48242, 1.76956, 2.18009)
H (-3.08239, 1.40359, 1.50832)
H (-0.43769, -0.00812, 0.94873)
H (-1.40114, -1.77543, 2.16764)
H (-2.00613, -0.34443, 2.98022)
H (-3.47520, -2.38627, 1.31153)
H (-3.96770, -1.59515, 2.81577)
H (-3.89111, -0.34911, 0.31084)

Computed properties:
* E_tot: -37494.0446 eV
* HOMO energy: -8.0 eV
* energy relative to the best compared isomer or geometry (same formula, charge and spin): 10.3 kcal per mole
* structure (SMILES): CC(C)N1CCN(Cc2cnc(-c3ccccc3)s2)C[C@H]1CCO
* orbital gap: 0.2992 Eh

---

Record 2
C19H27N5O3S2 as an isolated structure in a non-equilibrium geometry. Source: the OMol25 dataset; level of theory: ωB97M-V with the def2-TZVPD basis set.

Cartesian coordinates (Å):
C (3.38029, 4.06564, -0.02490)
N (2.41691, 3.30252, 0.77990)
S (3.11632, 2.18473, 1.75892)
O (4.41305, 2.86804, 2.30074)
O (2.11721, 2.19709, 2.82072)
C (3.63303, 0.76731, 1.11746)
C (3.33076, -0.42475, 1.86463)
C (3.43379, -1.62667, 0.95322)
C (4.00059, -1.75415, -0.28602)
C (4.29441, -0.62193, -0.84958)
N (4.98766, -0.66352, -2.21556)
S (5.24314, 1.04897, -2.54030)
N (4.53114, 1.82019, -0.97912)
C (4.20011, 0.55350, -0.27737)
H (4.07492, -2.67649, -0.76357)
H (3.23486, -2.61481, 1.71973)
H (2.73045, -0.29540, 2.78160)
C (1.28973, 2.98414, 0.39216)
H (0.54411, 2.73581, 1.04758)
C (1.37698, 1.70162, -0.61083)
O (1.85486, 2.00830, -1.82478)
N (0.98228, 0.48797, -0.21910)
C (0.17325, 0.16176, 0.92016)
H (0.41808, 0.88344, 1.83397)
C (-1.37810, 0.13773, 0.36842)
N (-1.59017, -1.02689, -0.31156)
C (-0.89709, -0.53671, -1.40151)
C (0.65712, -0.55376, -1.38244)
H (1.26831, -0.17701, -2.05292)
H (1.06619, -1.40126, -0.77121)
H (-0.94951, -1.53465, -2.33959)
H (-1.24204, 0.36702, -2.06866)
C (-2.87566, -1.56986, -0.47067)
C (-3.30531, -2.22099, 0.84055)
C (-4.59668, -2.98277, 0.54473)
C (-5.66889, -2.19834, 0.03739)
C (-5.33884, -1.08615, -1.18501)
C (-3.87678, -0.66296, -0.60024)
H (-4.03357, 0.16731, 0.04512)
H (-3.48671, 0.00049, -1.67088)
H (-6.10289, -0.51901, -1.10820)
H (-4.96384, -1.97885, -1.80157)
H (-6.54526, -2.49178, -0.01685)
H (-5.85070, -1.26936, 1.12167)
H (-4.81145, -3.57138, 1.28124)
H (-4.65214, -3.73997, -0.30208)
H (-2.60230, -3.03771, 1.10958)
H (-3.56275, -1.64495, 1.75806)
H (-2.82354, -2.22185, -1.44191)
H (-1.73941, -0.18403, 1.57668)
H (-1.79148, 1.04085, 0.20590)
H (0.49528, -0.69539, 1.22876)
H (0.66945, 3.79113, -0.37920)
H (3.39495, 3.69154, -0.96508)
H (2.92056, 5.08883, 0.00632)
H (4.43535, 3.92741, 0.44548)

Computed properties:
* E_tot: -55384.3250 eV
* HOMO energy: -8.6 eV
* energy relative to the best compared isomer or geometry (same formula, charge and spin): 478.0 kcal per mole
* orbital gap: 0.2431 Eh

---

> What is the formula in the second record?

C19H27N5O3S2

---

What did the second record say?
C19H27N5O3S2 as an isolated structure in a non-equilibrium geometry. Source: the OMol25 dataset; level of theory: ωB97M-V with the def2-TZVPD basis set.

Cartesian coordinates (Å):
C (3.38029, 4.06564, -0.02490)
N (2.41691, 3.30252, 0.77990)
S (3.11632, 2.18473, 1.75892)
O (4.41305, 2.86804, 2.30074)
O (2.11721, 2.19709, 2.82072)
C (3.63303, 0.76731, 1.11746)
C (3.33076, -0.42475, 1.86463)
C (3.43379, -1.62667, 0.95322)
C (4.00059, -1.75415, -0.28602)
C (4.29441, -0.62193, -0.84958)
N (4.98766, -0.66352, -2.21556)
S (5.24314, 1.04897, -2.54030)
N (4.53114, 1.82019, -0.97912)
C (4.20011, 0.55350, -0.27737)
H (4.07492, -2.67649, -0.76357)
H (3.23486, -2.61481, 1.71973)
H (2.73045, -0.29540, 2.78160)
C (1.28973, 2.98414, 0.39216)
H (0.54411, 2.73581, 1.04758)
C (1.37698, 1.70162, -0.61083)
O (1.85486, 2.00830, -1.82478)
N (0.98228, 0.48797, -0.21910)
C (0.17325, 0.16176, 0.92016)
H (0.41808, 0.88344, 1.83397)
C (-1.37810, 0.13773, 0.36842)
N (-1.59017, -1.02689, -0.31156)
C (-0.89709, -0.53671, -1.40151)
C (0.65712, -0.55376, -1.38244)
H (1.26831, -0.17701, -2.05292)
H (1.06619, -1.40126, -0.77121)
H (-0.94951, -1.53465, -2.33959)
H (-1.24204, 0.36702, -2.06866)
C (-2.87566, -1.56986, -0.47067)
C (-3.30531, -2.22099, 0.84055)
C (-4.59668, -2.98277, 0.54473)
C (-5.66889, -2.19834, 0.03739)
C (-5.33884, -1.08615, -1.18501)
C (-3.87678, -0.66296, -0.60024)
H (-4.03357, 0.16731, 0.04512)
H (-3.48671, 0.00049, -1.67088)
H (-6.10289, -0.51901, -1.10820)
H (-4.96384, -1.97885, -1.80157)
H (-6.54526, -2.49178, -0.01685)
H (-5.85070, -1.26936, 1.12167)
H (-4.81145, -3.57138, 1.28124)
H (-4.65214, -3.73997, -0.30208)
H (-2.60230, -3.03771, 1.10958)
H (-3.56275, -1.64495, 1.75806)
H (-2.82354, -2.22185, -1.44191)
H (-1.73941, -0.18403, 1.57668)
H (-1.79148, 1.04085, 0.20590)
H (0.49528, -0.69539, 1.22876)
H (0.66945, 3.79113, -0.37920)
H (3.39495, 3.69154, -0.96508)
H (2.92056, 5.08883, 0.00632)
H (4.43535, 3.92741, 0.44548)

Computed properties:
* E_tot: -55384.3250 eV
* HOMO energy: -8.6 eV
* energy relative to the best compared isomer or geometry (same formula, charge and spin): 478.0 kcal per mole
* orbital gap: 0.2431 Eh

---

> HOMO energy of number 1 (C19H27N3OS)?

-8.0 eV